No. 1
ORCA calculation (ωB97M-V with the def2-TZVPD basis set) on a molecular structure, C3H5FS2.

The geometry in ORCA input format:
```
! wB97M-V def2-TZVPD RIJCOSX def2/J DEFGRID3
* xyz 0 1
C 0.801 -0.472 0.952
C -0.194 0.545 0.283
C -1.204 -0.083 -0.622
H 0.638 0.080 -1.830
H 0.127 -0.951 1.745
H 1.976 0.127 1.284
H -0.561 1.370 1.103
H -1.158 0.406 -1.697
F 0.715 1.352 -0.599
S 1.288 -1.546 -0.493
S -2.427 -0.826 -0.124
*
```

- E_HOMO: -8.874 eV

---

No. 2
ORCA calculation (ωB97M-V with the def2-TZVPD basis set) on a molecular structure, C3H5FeO3.

The geometry in ORCA input format:
```
! wB97M-V def2-TZVPD RIJCOSX def2/J DEFGRID3
* xyz 1 5
H 1.456 2.066 0.605
O 1.177 -1.160 0.201
C 0.601 -0.088 0.762
C 0.400 -1.649 -0.906
O 1.025 1.153 0.057
O -0.784 -0.134 0.379
C -1.012 -1.256 -0.504
H 0.550 -2.730 -0.978
H 0.727 -1.155 -1.831
H -1.527 -2.039 0.063
H -1.632 -0.933 -1.346
Fe -0.635 1.988 -0.169
*
```

- E_HOMO (alpha / beta): -14.290 / -12.635 eV

---

No. 3
ORCA calculation (ωB97M-V with the def2-TZVPD basis set) on a molecular structure, C3H5HgO3.

The geometry in ORCA input format:
```
! wB97M-V def2-TZVPD RIJCOSX def2/J DEFGRID3
* xyz 2 2
H -1.538 -0.486 1.386
C -1.738 -0.817 0.357
C -0.500 -1.142 -0.504
O 0.770 -0.856 0.084
C 1.232 0.337 0.238
O 2.495 0.291 0.458
H -2.283 -1.752 0.529
H -1.624 -1.544 -1.069
H 2.935 1.134 0.272
Hg -0.130 1.985 -0.202
O -1.395 0.482 -0.508
H -0.353 -2.230 -0.640
*
```

- E_HOMO (alpha / beta): -19.622 / -20.003 eV

---

Table of strongest force on any atom (eV Å⁻¹), in record order: 5.67 5.29 6.35